(1)
Density functional theory data (the ωB97M-V functional and the def2-TZVPD basis) for a 12-piece molecular cluster, C24H70O15S overall at a distorted geometry.

Last columns: bonded neighbours and bond lengths (Å).
Element x y z (Å)
1 S 1.8241 -3.8500 0.9576  O5 1.570, O7 1.426, O12 1.403, O14 1.605
2 O -0.2668 4.0170 -3.8509  C26 1.406, H80 0.955
3 O -3.0687 -1.8557 -0.4643  C30 1.463, H106 0.969
4 O -3.6601 0.7823 0.6709  C38 1.412, H97 0.985
5 O 2.3049 -4.3462 2.3673  S1 1.570, C22 1.431
6 O 3.3802 0.7165 3.4993  C19 1.399, H69 0.979
7 O 0.4034 -3.9125 0.8536  S1 1.426
8 O 3.0657 3.7819 1.4412  C35 1.414, H103 0.969
9 O 2.5519 -3.2223 -4.1301  C18 1.470, H95 0.959
10 O -0.1509 -2.2229 -3.6093  C34 1.443, H79 0.951
11 O -3.3118 1.0638 3.7058  C31 1.452, H89 0.948
12 O 2.4354 -2.6003 0.7799  S1 1.403
13 O -1.4562 2.8063 1.0993  C20 1.466, H48 0.981
14 O 2.5180 -5.0164 0.1015  S1 1.605, C39 1.439
15 O 1.0593 1.7796 1.1544  C24 1.474, H52 0.970
16 O -0.6936 1.2428 -4.2894  C25 1.413, H99 0.970
17 C 1.7812 3.7271 -2.5452  C26 1.526, H62 1.091, H75 1.088, H94 1.082
18 C 3.4184 -2.0878 -3.7817  O9 1.470, C21 1.450, H71 1.101, H96 1.096
19 C 2.7737 -0.5194 3.7486  O6 1.399, C33 1.519, H66 1.108, H68 1.105
20 C -1.7401 4.2277 0.8767  O13 1.466, C36 1.474, H78 1.083, H110 1.101
21 C 3.6767 -1.9617 -2.3606  C18 1.450, H56 1.099, H83 1.085, H109 1.074
22 C 2.8071 -5.6857 2.3440  O5 1.431, C39 1.504, H70 1.088, H72 1.102
23 C 4.4552 5.1964 0.1189  C35 1.526, H76 1.099, H88 1.094, H102 1.100
24 C 1.1023 0.7289 0.1213  O15 1.474, C32 1.489, H65 1.085, H98 1.106
25 C -2.0556 1.1020 -3.9415  O16 1.413, C28 1.474, H43 1.111, H85 1.080
26 C 0.3087 4.1247 -2.5725  O2 1.406, C17 1.526, H60 1.111, H82 1.108
27 C -5.2192 2.4261 -0.0481  C38 1.536, H47 1.118, H101 1.096, H104 1.096
28 C -2.2464 0.9133 -2.4922  C25 1.474, H58 1.082, H92 1.087, H105 1.085
29 C -0.5708 -4.4967 -2.8224  C34 1.486, H50 1.071, H64 1.086, H81 1.108
30 C -3.2092 -2.9043 0.5460  O3 1.463, C37 1.501, H45 1.091, H100 1.095
31 C -2.4441 -0.0994 3.6656  O11 1.452, C40 1.498, H54 1.103, H77 1.109
32 C 0.1725 -0.3781 0.4771  C24 1.489, H84 1.090, H87 1.102, H91 1.103
33 C 1.6872 -0.4242 4.8057  C19 1.519, H63 1.108, H90 1.104, H107 1.104
34 C -0.2088 -3.1003 -2.4654  O10 1.443, C29 1.486, H46 1.085, H53 1.113
35 C 3.0768 5.0151 0.7489  O8 1.414, C23 1.526, H49 1.105, H108 1.069
36 C -0.4955 4.9868 1.0938  C20 1.474, H51 1.078, H73 1.081, H86 1.088
37 C -3.2334 -4.2404 -0.1367  C30 1.501, H42 1.080, H57 1.090, H93 1.073
38 C -5.0051 0.9393 0.2716  O4 1.412, C27 1.536, H44 1.100, H55 1.110
39 C 3.3902 -5.7742 0.9600  O14 1.439, C22 1.504, H67 1.092, H74 1.099
40 C -2.3036 -0.6125 5.0659  C31 1.498, H41 1.087, H59 1.113, H61 1.087
41 H -1.8696 0.0673 5.7952  C40 1.087
42 H -3.6014 -4.1098 -1.1439  C37 1.080
43 H -2.5281 0.2652 -4.4983  C25 1.111
44 H -5.7018 0.5330 1.0192  C38 1.100
45 H -2.4148 -2.7098 1.2678  C30 1.091
46 H -0.9581 -2.6501 -1.8232  C34 1.085
47 H -4.4765 2.6861 -0.8418  C27 1.118
48 H -2.1330 2.1967 0.7345  O13 0.981
49 H 2.8728 5.8519 1.4404  C35 1.105
50 H 0.0137 -4.8815 -3.6330  C29 1.071
51 H -0.6580 6.0501 1.1620  C36 1.078
52 H 0.1456 2.1065 1.1550  O15 0.970
53 H 0.7570 -3.0967 -1.9130  C34 1.113
54 H -1.5361 0.2127 3.1229  C31 1.103
55 H -5.2198 0.3731 -0.6580  C38 1.110
56 H 4.0538 -2.9454 -2.0459  C21 1.099
57 H -3.8704 -4.9718 0.3599  C37 1.090
58 H -1.6803 0.0546 -2.1572  C28 1.082
59 H -3.2608 -0.9740 5.5044  C40 1.113
60 H -0.1834 3.4714 -1.8200  C26 1.111
61 H -1.6171 -1.4552 5.0954  C40 1.087
62 H 1.8742 2.6783 -2.8328  C17 1.091
63 H 2.0041 0.0895 5.7351  C33 1.108
64 H -1.6086 -4.6674 -3.0931  C29 1.086
65 H 2.1390 0.4133 0.0627  C24 1.085
66 H 2.3765 -1.0441 2.8567  C19 1.108
67 H 4.3614 -5.2800 0.8892  C39 1.092
68 H 3.6156 -1.1412 4.1021  C19 1.105
69 H 2.7179 1.3447 3.1453  O6 0.979
70 H 3.5960 -5.7625 3.0899  C22 1.088
71 H 4.3503 -2.1590 -4.3627  C18 1.101
72 H 1.9740 -6.3878 2.5088  C22 1.102
73 H 0.3481 4.7379 0.4650  C36 1.081
74 H 3.4780 -6.7911 0.5516  C39 1.099
75 H 2.3403 4.2705 -3.3045  C17 1.088
76 H 5.1591 5.3763 0.9434  C23 1.099
77 H -2.9229 -0.8830 3.0443  C31 1.109
78 H -2.4280 4.5125 1.6632  C20 1.083
79 H 0.5005 -2.5965 -4.1936  O10 0.951
80 H -0.2239 3.1476 -4.2441  O2 0.955
81 H -0.3680 -5.1929 -1.9849  C29 1.108
82 H 0.2023 5.1769 -2.2417  C26 1.108
83 H 4.4208 -1.2351 -2.0515  C21 1.085
84 H 0.2876 -0.5170 1.5520  C32 1.090
85 H -2.5152 2.0167 -4.2870  C25 1.080
86 H -0.2028 4.7212 2.1075  C36 1.088
87 H 0.3690 -1.2381 -0.1839  C32 1.102
88 H 4.5360 6.0000 -0.6196  C23 1.094
89 H -3.2975 1.5153 2.8720  O11 0.948
90 H 1.2836 -1.4390 4.9687  C33 1.104
91 H -0.8624 -0.0437 0.2952  C32 1.103
92 H -1.8607 1.7700 -1.9447  C28 1.087
93 H -2.2470 -4.6566 -0.2160  C37 1.073
94 H 2.1898 3.8967 -1.5577  C17 1.082
95 H 2.8775 -4.1029 -3.9323  O9 0.959
96 H 2.8398 -1.3014 -4.2788  C18 1.096
97 H -3.3324 -0.0586 0.2761  O4 0.985
98 H 0.8862 1.1115 -0.8937  C24 1.106
99 H -0.2247 0.3972 -4.3633  O16 0.970
100 H -4.1702 -2.8656 1.0691  C30 1.095
101 H -4.9795 2.9727 0.8717  C27 1.096
102 H 4.8111 4.3071 -0.4214  C23 1.100
103 H 2.3854 3.1852 1.0955  O8 0.969
104 H -6.2212 2.6494 -0.4314  C27 1.096
105 H -3.2842 0.7813 -2.2043  C28 1.085
106 H -3.8885 -1.8844 -0.9807  O3 0.969
107 H 0.8829 0.1734 4.3426  C33 1.104
108 H 2.3211 5.0771 -0.0048  C35 1.069
109 H 2.7446 -1.7740 -1.8613  C21 1.074
110 H -2.2218 4.3586 -0.1051  C20 1.101

## Properties
SMILES string ... O=S1(=O)OCCO1.CCO.CCO.CCO.CCO.CCO.CCO.CCO.CCO.CCO.CCO.CCO
Electronic energy ... -2483.06082 Ha
Lowest unoccupied orbital energy ... 0.00 eV
HOMO ... -9.39 eV
HOMO-LUMO gap ... 9.4 eV

Results of the Löwdin charge analysis, in e, for atoms 1 through 8: 0.55 -0.07 -0.12 -0.13 -0.18 -0.07 -0.22 -0.08

(2)
Density functional theory data (the ωB97M-V functional and the def2-TZVPD basis) for a 21-piece molecular cluster, H41O21 overall at a distorted geometry.

Last columns: bonded neighbours and bond lengths (Å).
Element x y z (Å)
1 O -2.2208 0.1501 -2.6623  H31 0.960, H37 0.965
2 O 2.4124 -0.0328 -1.4780  H55 0.929, H60 0.943
3 O 1.9351 -1.2181 2.7618  H57 0.964, H62 0.960
4 O 0.1949 -2.4686 0.3017  H28 0.978, H38 0.994
5 O 0.0972 1.2598 4.2397  H39 0.965, H42 0.958
6 O -2.7757 3.0099 2.3741  H45 0.968, H49 0.959
7 O 0.6125 -3.7980 2.6247  H43 0.961, H56 0.965
8 O 0.0639 5.4003 -1.6707  H40 0.956, H50 0.963
9 O -2.0964 -0.6629 -5.0472  H29 0.967, H32 0.965
10 O -2.7508 2.8441 -2.3974  H35 0.956, H53 0.971
11 O -0.0987 0.0783 -0.0905  H36 1.003, H41 0.958
12 O -2.5713 -4.3227 -0.3602  H52 0.950, H61 0.950
13 O 4.3115 1.0200 0.2872  H51 0.959, H59 0.963
14 O 0.9459 1.8250 1.4006  H26 0.960
15 O -1.4535 -2.9814 -2.5360  H44 0.952, H58 0.936
16 O 2.9388 2.9807 2.6894  H23 0.961, H46 0.974
17 O 0.2785 -0.8190 -3.3082  H22 0.957, H54 0.958
18 O -2.3609 -1.1332 0.3740  H27 0.957, H30 0.947
19 O 2.3094 3.0336 -0.1512  H24 0.960, H33 1.022
20 O -2.0761 -0.8342 2.9306  H47 0.971, H48 0.965
21 O 2.8652 -3.5822 -0.7157  H25 0.951, H34 0.965
22 H 0.4242 -0.1557 -2.6340  O17 0.957
23 H 2.8529 3.5638 3.4485  O16 0.961
24 H 2.9762 2.6547 0.4258  O19 0.960
25 H 2.4340 -4.2848 -0.2422  O21 0.951
26 H 0.0683 2.1780 1.5658  O14 0.960
27 H -2.0027 -0.3937 0.8651  O18 0.957
28 H -0.4377 -3.0267 -0.1930  O4 0.978
29 H -2.5837 0.1713 -5.0905  O9 0.967
30 H -3.0194 -1.5304 0.9267  O18 0.947
31 H -2.6318 -0.4301 -3.3068  O1 0.960
32 H -1.1671 -0.4032 -5.0186  O9 0.965
33 H 1.4771 2.5537 0.1970  O19 1.022
34 H 2.1410 -3.1133 -1.1472  O21 0.965
35 H -3.0748 2.7934 -1.4998  O10 0.956
36 H 0.6189 0.6820 0.2644  O11 1.003
37 H -2.2054 -0.1668 -1.7510  O1 0.965
38 H -0.1982 -1.6094 -0.0084  O4 0.994
39 H -0.7215 1.7134 4.0032  O5 0.965
40 H 0.1836 5.3707 -0.7230  O8 0.956
41 H -0.6532 0.1308 -0.8701  O11 0.958
42 H 0.5995 1.1246 3.4348  O5 0.958
43 H 0.9524 -3.5547 3.4903  O7 0.961
44 H -0.9479 -3.7774 -2.6704  O15 0.952
45 H -2.6217 3.9000 2.7223  O6 0.968
46 H 2.0697 2.8464 2.2718  O16 0.974
47 H -1.4352 -1.5041 2.6411  O20 0.971
48 H -1.4614 -0.1522 3.2291  O20 0.965
49 H -1.8734 2.7138 2.2388  O6 0.959
50 H 0.0711 4.4883 -1.9785  O8 0.963
51 H 5.2426 1.2422 0.3422  O13 0.959
52 H -2.4145 -4.1628 -1.2835  O12 0.950
53 H -2.5045 1.9566 -2.7048  O10 0.971
54 H 0.5675 -1.6572 -2.9460  O17 0.958
55 H 3.0859 -0.6688 -1.4124  O2 0.929
56 H 0.5144 -3.0086 2.0782  O7 0.965
57 H 1.7335 -1.8173 2.0338  O3 0.964
58 H -1.5967 -2.2621 -3.1181  O15 0.936
59 H 3.8261 1.1286 1.1118  O13 0.963
60 H 2.2604 0.6859 -0.8865  O2 0.943
61 H -2.9353 -3.6441 0.1964  O12 0.950
62 H 1.8260 -0.3233 2.4309  O3 0.960

## Properties
Energy above the lowest of the compared OMol25 structures with the same formula, charge and spin ... 148.6 kJ/mol
Electronic energy ... -1604.39536 Ha
Lowest unoccupied orbital energy (alpha / beta) ... -1.22 / -6.16 eV
HOMO (alpha / beta) ... -10.97 / -10.97 eV
HOMO-LUMO gap (alpha / beta) ... 9.8 / 4.8 eV
2S+1 ... 2

Results of the Löwdin charge analysis, in e, for atoms 1 through 8: -0.07 -0.01 -0.02 -0.09 -0.02 -0.03 -0.07 -0.05

(3)
Density functional theory data (the ωB97M-V functional and the def2-TZVPD basis) for a 2-piece molecular cluster, C4H11NO2 overall at a distorted geometry.

Last columns: bonded neighbours and bond lengths (Å).
Element x y z (Å)
1 O -0.7743 0.6875 -0.8896  C4 1.217
2 O -2.6463 2.5732 2.5305  H10 0.965, H16 0.962
3 N -0.4684 -0.8674 -2.4858  C4 1.385, H8 1.006, H13 1.012
4 C -0.0161 -0.0988 -1.4267  O1 1.217, N3 1.385, C6 1.513
5 C 0.9538 -0.7058 0.6975  C6 1.524, C7 1.546, H11 1.098, H12 1.088
6 C 1.2581 -0.6119 -0.7927  C4 1.513, C5 1.524, H9 1.136, H14 1.091
7 C 2.1142 -1.2593 1.5563  C5 1.546, H15 1.087, H17 1.115, H18 1.099
8 H 0.2283 -1.4489 -2.9197  N3 1.006
9 H 1.9826 0.2310 -1.0256  C6 1.136
10 H -3.3909 3.1738 2.4071  O2 0.965
11 H 0.7222 0.2827 1.1169  C5 1.098
12 H 0.1218 -1.4050 0.7497  C5 1.088
13 H -1.0589 -0.2811 -3.0614  N3 1.012
14 H 1.6311 -1.5318 -1.2459  C6 1.091
15 H 2.1722 -2.3434 1.6103  C7 1.087
16 H -2.9969 1.7176 2.2652  O2 0.962
17 H 1.8117 -0.9797 2.5929  C7 1.115
18 H 3.0903 -0.7567 1.5117  C7 1.099

## Properties
SMILES string ... CCCC(N)=O.O
Energy above the lowest of the compared OMol25 structures with the same formula, charge and spin ... 70.7 kJ/mol
Electronic energy ... -364.24126 Ha
Lowest unoccupied orbital energy ... 0.90 eV
HOMO ... -9.77 eV
HOMO-LUMO gap ... 10.7 eV

Results of the Löwdin charge analysis, in e, for atoms 1 through 8: 0.05 -0.06 0.14 -0.56 -0.25 -0.15 -0.12 0.08

> Look up the electronic energy of the first one.

-2483.06082 Ha

> The highest electronic energy belongs to which entry?

C4H11NO2

> Which value of electronic energy does entry 1 give?

-2483.06082 Ha

Copy entry 3 word for word.
Density functional theory data (the ωB97M-V functional and the def2-TZVPD basis) for a 2-piece molecular cluster, C4H11NO2 overall at a distorted geometry.

Last columns: bonded neighbours and bond lengths (Å).
Element x y z (Å)
1 O -0.7743 0.6875 -0.8896  C4 1.217
2 O -2.6463 2.5732 2.5305  H10 0.965, H16 0.962
3 N -0.4684 -0.8674 -2.4858  C4 1.385, H8 1.006, H13 1.012
4 C -0.0161 -0.0988 -1.4267  O1 1.217, N3 1.385, C6 1.513
5 C 0.9538 -0.7058 0.6975  C6 1.524, C7 1.546, H11 1.098, H12 1.088
6 C 1.2581 -0.6119 -0.7927  C4 1.513, C5 1.524, H9 1.136, H14 1.091
7 C 2.1142 -1.2593 1.5563  C5 1.546, H15 1.087, H17 1.115, H18 1.099
8 H 0.2283 -1.4489 -2.9197  N3 1.006
9 H 1.9826 0.2310 -1.0256  C6 1.136
10 H -3.3909 3.1738 2.4071  O2 0.965
11 H 0.7222 0.2827 1.1169  C5 1.098
12 H 0.1218 -1.4050 0.7497  C5 1.088
13 H -1.0589 -0.2811 -3.0614  N3 1.012
14 H 1.6311 -1.5318 -1.2459  C6 1.091
15 H 2.1722 -2.3434 1.6103  C7 1.087
16 H -2.9969 1.7176 2.2652  O2 0.962
17 H 1.8117 -0.9797 2.5929  C7 1.115
18 H 3.0903 -0.7567 1.5117  C7 1.099

## Properties
SMILES string ... CCCC(N)=O.O
Energy above the lowest of the compared OMol25 structures with the same formula, charge and spin ... 70.7 kJ/mol
Electronic energy ... -364.24126 Ha
Lowest unoccupied orbital energy ... 0.90 eV
HOMO ... -9.77 eV
HOMO-LUMO gap ... 10.7 eV

Results of the Löwdin charge analysis, in e, for atoms 1 through 8: 0.05 -0.06 0.14 -0.56 -0.25 -0.15 -0.12 0.08